(1)
Computed, not measured: a cluster of 11 separate species, C24H50Cl12O5S in total in a non-equilibrium geometry, with ωB97M-V/def2-TZVPD.

CARTESIAN COORDINATES (ANGSTROEM)
C 0.29869 0.33638 0.63334
S 0.87867 -0.82907 -0.51864
O 2.37096 -0.65407 -0.52111
C 0.46943 -2.31633 0.40613
H -0.77977 0.46578 0.52770
H 0.71238 1.25784 0.24664
H 0.59347 0.15729 1.60875
H -0.59579 -2.29906 0.28301
H 0.77171 -2.20546 1.44853
H 0.77557 -3.33326 0.00430
C 4.40699 -3.58425 -0.51214
Cl 3.51534 -4.29729 0.92194
Cl 3.52510 -3.93772 -2.07090
H 4.39613 -2.54978 -0.25444
H 5.44269 -3.96013 -0.58423
C -0.19916 3.09706 3.63498
Cl -1.19643 3.79370 2.39659
Cl 1.42364 3.75927 3.84516
H -0.75234 3.06861 4.55212
H -0.21028 2.03655 3.39280
C 2.68955 -3.50209 5.55441
Cl 2.85905 -1.93691 4.66249
Cl 1.15405 -3.56407 6.40563
H 2.81587 -4.30136 4.86144
H 3.41674 -3.48498 6.34972
C 5.17670 0.21190 -1.85445
Cl 6.00647 1.72542 -2.38537
Cl 5.41058 0.07859 -0.09123
H 4.10319 0.30038 -1.94951
H 5.63985 -0.62633 -2.35643
C 1.41003 0.36693 -4.43016
Cl 2.54816 1.65858 -4.13776
Cl 0.85698 0.36909 -6.07104
H 1.90685 -0.61386 -4.26012
H 0.54601 0.51602 -3.80557
C 0.41159 -6.83397 1.58168
Cl -0.55900 -5.42488 1.08892
Cl -0.37392 -8.12820 2.50172
H 0.81236 -7.32070 0.76308
H 1.18426 -6.52079 2.28817
C -4.60920 0.57611 3.41832
C -4.06144 -0.80962 2.92232
C -2.56094 -0.68832 3.19968
O -2.32107 0.71162 3.19966
C -3.50493 1.47301 2.94775
H -4.84940 0.67048 4.44935
H -5.45786 0.78376 2.74385
H -4.36166 -1.01027 1.92563
H -4.48903 -1.58299 3.50962
H -1.88504 -1.24120 2.51158
H -2.36532 -1.07653 4.23888
H -3.54912 1.61546 1.86430
H -3.37200 2.46038 3.35463
C -2.92239 -3.81893 -2.09102
C -4.07825 -2.87302 -1.66152
C -3.67010 -1.52444 -2.20241
O -2.79945 -1.78872 -3.27592
C -2.03931 -2.90076 -2.94631
H -3.22562 -4.69731 -2.68213
H -2.30692 -4.15715 -1.25455
H -4.27479 -2.85258 -0.57028
H -5.01423 -3.19803 -2.09759
H -3.26573 -0.86378 -1.44508
H -4.57296 -1.01596 -2.50275
H -1.30973 -2.47482 -2.23330
H -1.56756 -3.31619 -3.82904
C -1.59690 3.71279 -1.53960
C -0.75519 2.61005 -2.24264
C -1.67558 1.38134 -2.15772
O -2.42279 1.50702 -0.92858
C -2.66602 2.86695 -0.76743
H -2.04613 4.38310 -2.29155
H -1.01403 4.33836 -0.82850
H 0.16836 2.33475 -1.81629
H -0.50315 2.85328 -3.24494
H -1.13672 0.39405 -2.18961
H -2.41125 1.44092 -2.98129
H -2.61496 3.20716 0.30249
H -3.63640 3.15702 -1.17478
C 3.19358 3.54880 -0.60650
C 2.21359 4.67076 -0.20066
C 2.01266 5.44557 -1.50486
O 2.85109 4.87623 -2.47188
C 3.92373 4.18535 -1.77960
H 2.66269 2.64822 -1.01986
H 3.72609 3.25709 0.25544
H 2.62089 5.30921 0.62324
H 1.29133 4.18784 0.16328
H 2.32503 6.42031 -1.37626
H 1.00187 5.44491 -1.85926
H 4.68537 4.91389 -1.50606
H 4.37448 3.53001 -2.50639

Calculated values
- Orbital gap: 9.34 eV
- Calculated total energy: -7240.9733 Eh
- Strongest force on any atom: 2.94 eV/Å
- HOMO energy: -9.14 eV
- Lowest unoccupied orbital energy: 0.20 eV

Results of the Mulliken charge analysis, in e, for atoms 1 through 4: atom 1 (C): -0.795, atom 2 (S): 0.682, atom 3 (O): -0.513, atom 4 (C): -1.387

---

(2)
Computed, not measured: a structure of composition C18H35N4O4PS2 in a non-equilibrium geometry, with ωB97M-V/def2-TZVPD.

CARTESIAN COORDINATES (ANGSTROEM)
C 2.28442 4.39243 4.16946
C 2.11832 3.89139 2.71203
O 2.69284 4.50438 1.86321
N 1.26947 2.74669 2.43148
C 1.87717 1.97120 1.29299
C 1.54793 0.42837 1.40805
C 2.82631 -0.43332 1.73945
C 3.19810 -1.43713 0.56579
O 4.56574 -1.30730 0.11201
S 4.80977 -0.05769 -0.91914
O 3.66349 0.09925 -1.79381
O 4.86138 1.24804 0.16055
P 5.22442 2.71981 -0.58958
S 3.82532 3.47925 -1.72624
H 2.78365 5.37946 4.13183
H 1.27462 4.55796 4.59158
H 2.92304 3.73350 4.78213
H 0.42638 3.16276 2.03093
H 1.54463 2.32888 0.30292
H 2.96696 2.05388 1.43386
H 0.79397 0.30003 2.20894
H 1.07421 0.11087 0.45830
H 2.53377 -1.03224 2.62474
H 3.68052 0.18497 2.06418
H 2.43773 -1.41775 -0.23450
H 3.12773 -2.44815 1.01376
H 5.37915 3.61942 0.50344
H 6.51145 2.68047 -1.21151
C -0.82570 -3.28790 -1.01842
C -0.96850 -4.55791 -0.18925
C -1.11097 -4.27689 1.30900
C 0.08372 -3.56759 1.81478
N 1.00760 -3.01617 2.20018
H 0.07900 -2.73530 -0.75336
H -0.75758 -3.53285 -2.07862
H -1.68467 -2.62993 -0.87780
H -0.09784 -5.19595 -0.36472
H -1.84164 -5.10823 -0.52931
H -1.22303 -5.21239 1.85964
H -1.99395 -3.66327 1.50015
C -0.77568 4.79243 -4.24980
C -0.99263 5.85163 -3.17435
C 0.25826 6.69388 -2.90708
C 1.36512 5.83093 -2.44186
N 2.22097 5.16130 -2.08498
H -0.01357 4.06949 -3.95310
H -1.69784 4.23732 -4.42771
H -0.46732 5.24904 -5.19322
H -1.31080 5.36139 -2.25109
H -1.80567 6.51280 -3.48328
H 0.05166 7.44411 -2.14254
H 0.57183 7.21317 -3.81449
C -6.51847 -6.65736 -0.57959
C -5.97884 -6.07689 0.72308
C -5.63688 -4.58759 0.61555
C -4.59419 -4.37487 -0.41222
N -3.78858 -4.21563 -1.20789
H -5.77940 -6.60089 -1.38083
H -6.77536 -7.70923 -0.44873
H -7.41686 -6.12655 -0.90288
H -5.09020 -6.63843 1.02176
H -6.72377 -6.21299 1.51000
H -5.26871 -4.21523 1.57274
H -6.52225 -4.00931 0.34587

Calculated values
- Orbital gap: 7.98 eV
- Calculated total energy: -2364.4687 Eh
- Strongest force on any atom: 2.83 eV/Å
- HOMO energy: -7.53 eV
- Lowest unoccupied orbital energy: 0.45 eV

Results of the natural (NBO) charge analysis, in e, for atoms 1 through 4: atom 1 (C): -0.714, atom 2 (C): 0.709, atom 3 (O): -0.549, atom 4 (N): -0.703

---

(3)
Computed, not measured: a cluster of 2 separate species, C4H9NO3 in total in a non-equilibrium geometry, with ωB97M-V/def2-TZVPD.

CARTESIAN COORDINATES (ANGSTROEM)
C 0.51736 1.79874 -0.31161
C 0.06580 0.85565 0.77446
O 0.75237 0.64489 1.74223
N -1.19593 0.25573 0.59867
C -1.96830 0.39542 -0.66096
C -2.37345 -1.01047 -1.14498
O -2.47207 -1.89672 -0.33829
H 0.08301 2.78972 -0.17829
H 1.60560 1.97983 -0.20886
H 0.49819 1.47398 -1.34429
H -1.46794 -0.57839 1.09738
H -2.85504 0.85037 -0.20484
H -1.56865 0.96970 -1.48329
H -2.49581 -1.21790 -2.22817
O 5.03260 -1.16225 -0.42100
H 5.89302 -0.81934 -0.70520
H 5.06172 -0.81792 0.47408

Calculated values
- Energy relative to the best compared isomer or geometry (same formula, charge and spin): 1.7918 eV
- Orbital gap: 10.17 eV
- Calculated total energy: -438.2632 Eh
- Strongest force on any atom: 2.50 eV/Å
- HOMO energy: -9.59 eV
- SMILES: CC(=O)NCC=O.O
- Lowest unoccupied orbital energy: 0.58 eV

Results of the natural (NBO) charge analysis, in e, for atoms 1 through 4: atom 1 (C): -0.743, atom 2 (C): 0.683, atom 3 (O): -0.590, atom 4 (N): -0.635

---

Q: What is the formula in the second record?
A: C18H35N4O4PS2

---

Q: strongest force on any atom of number 3 (C4H9NO3)?
A: 2.50 eV/Å

---

Q: orbital gap of number 2 (C18H35N4O4PS2)?
A: 7.98 eV

---

Q: What is the strongest force on any atom in the second record?
A: 2.83 eV/Å